83
Properties=species:S:1:pos:R:3 method="wB97M-V/def2-TZVPD" total_energy_ev=-81265.3727 gap_ha=0.229 total_charge=+1 homo_energy_ev=-8.8 e_above_lowest_kcal_mol=179.0
Ca -1.5104 0.0576 0.2858
C 1.7751 3.8737 -2.9013
C 1.0949 3.3100 -1.8107
N 1.4726 2.2169 -1.2082
C 2.5564 1.5556 -1.6646
C 3.2915 2.0151 -2.7865
C 2.8741 3.2211 -3.3889
C 4.3719 1.2486 -3.2657
C 4.6847 0.0647 -2.6630
C 3.9542 -0.4118 -1.5629
C 2.9261 0.3233 -1.0382
N 2.0201 -0.0899 0.0190
C 2.2507 -1.2260 0.9299
C 3.4432 -1.7842 1.2142
C 3.5388 -2.8705 2.1261
C 2.4767 -3.2432 2.8921
C 1.2362 -2.5795 2.8199
C 0.2515 -2.7505 3.7769
C -0.9897 -2.0987 3.9187
C -1.5433 -1.0472 3.2100
N -0.9358 -0.1511 2.4263
C 1.0186 -1.5755 1.7243
H 1.4405 4.8045 -3.3303
H 0.2069 3.7835 -1.4094
H 3.4320 3.6047 -4.2277
H 4.9135 1.5927 -4.1337
H 5.4970 -0.5402 -3.0326
H 4.1980 -1.3827 -1.1695
H 4.3600 -1.4382 0.7668
H 4.4903 -3.3654 2.2256
H 2.5913 -4.0377 3.6142
H 0.4359 -3.5386 4.4972
H -1.6479 -2.5343 4.6602
H -2.6128 -0.8760 3.3336
C -0.4605 1.0460 -5.2566
C 0.3134 0.1081 -4.3870
C 1.0812 -0.9079 -4.9527
C 1.7079 -1.8167 -4.1182
C 1.5875 -1.6553 -2.7510
C 0.8712 -0.5577 -2.2722
N 0.2211 0.2763 -3.0709
C 0.6689 -0.3902 -0.7968
C 1.9237 1.0303 0.9436
C 1.1814 0.9743 2.0366
C 0.4771 -0.2493 2.4853
C -0.0578 -1.9922 0.7551
N -0.0899 -1.3874 -0.3836
C -1.2802 -2.7347 1.0167
C -1.3780 -4.0136 1.5691
C -2.6214 -4.6121 1.6252
C -3.7328 -3.9256 1.1503
C -3.5623 -2.6531 0.6201
C -4.7196 -1.8545 0.1089
N -2.3643 -2.0890 0.5509
H 0.1674 1.4364 -6.0539
H -0.8533 1.8611 -4.6578
H -1.2910 0.5157 -5.7195
H 1.1523 -0.9955 -6.0253
H 2.2679 -2.6474 -4.5227
H 2.0308 -2.3601 -2.0616
H 2.5923 1.8557 0.7608
H 1.1972 1.8041 2.7295
H 0.7832 -0.3894 3.5387
H -0.4961 -4.5252 1.9155
H -2.7265 -5.6094 2.0236
H -4.7107 -4.3808 1.1713
H -5.5193 -2.5101 -0.2230
H -4.4038 -1.2154 -0.7199
H -5.1073 -1.2222 0.9108
O -2.7101 1.6642 0.4494
S -3.2008 1.9832 1.8267
C -4.3293 3.4110 1.5144
C -3.7226 4.6453 2.1614
C -2.2115 4.4790 2.0465
C -1.9193 3.0733 2.5427
H -5.3194 3.1713 1.8912
H -4.3621 3.4949 0.4281
H -4.0079 4.7095 3.2127
H -4.0705 5.5471 1.6594
H -1.6804 5.2281 2.6344
H -1.9045 4.5694 1.0027
H -2.0136 3.0062 3.6251
H -0.9597 2.6742 2.2198


14
Properties=species:S:1:pos:R:3 method="wB97M-V/def2-TZVPD" total_energy_ev=-8368.8334 gap_ha=0.341 total_charge=0 homo_energy_ev=-8.7 e_above_lowest_kcal_mol=102.6
C -1.6624 -0.2530 -0.4416
C -0.3077 0.4008 -0.1884
O -0.4099 1.5156 0.6968
C 0.6334 -0.5574 0.4921
C 2.0222 -0.3661 0.5508
O 3.1298 -0.7941 0.6275
H -2.3550 0.4664 -0.8989
H -1.5704 -1.1073 -1.1230
H -2.1013 -0.6015 0.5013
H 0.1119 0.7315 -1.1604
H -1.1545 2.0618 0.3901
H 1.1971 -1.1206 -0.6341
H 0.2828 -0.9508 1.4261
H 2.1841 0.5746 -0.2383